No. 1
Density functional theory data (ωB97M-V with the def2-TZVPD basis set) for a 2-piece molecular cluster, C2H2BrCl3 overall.

Element x y z (Å)
Br: -0.73082 2.49769 -1.72857
Cl: -2.29754 -0.00748 -2.56658
Cl: -1.11466 -1.44591 0.80253
Cl: -3.32076 1.62976 -0.47234
C: -0.33141 -0.27023 0.11890
C: -1.87425 1.05703 -1.22600
H: -0.18435 0.63873 0.60122
H: 0.06507 -0.51201 -0.90741

Output
* Kohn-Sham gap (spin up / spin down): 8.146 / 7.488 eV



No. 2
Density functional theory data (ωB97M-V with the def2-TZVPD basis set) for a 2-piece molecular cluster, C2H4N6O3 overall.

Element x y z (Å)
O: -1.66310 0.99708 -0.52981
O: 1.94923 -0.99599 -2.76905
O: 1.11309 0.42553 -1.31423
N: 1.40921 -0.60079 -1.81717
N: 0.90332 -0.10743 1.49981
N: -1.62547 -1.99186 0.01787
N: -0.73846 -0.98677 0.46729
N: 0.30299 -1.18486 1.23023
N: 0.56095 2.26946 0.99965
C: 0.30146 0.95321 0.98990
C: -0.89047 0.39857 0.21711
H: -1.02384 -2.74103 -0.23744
H: 0.43107 2.63667 0.10116
H: 1.23233 2.44884 1.72074
H: -2.26230 -1.52064 -0.57606

Output
* Kohn-Sham gap (spin up / spin down): 6.445 / 8.112 eV



No. 3
Density functional theory data (ωB97M-V with the def2-TZVPD basis set) for a 3-piece molecular cluster, C4H12O3 overall.

Element x y z (Å)
O: -0.21391 0.05709 0.95825
O: -2.84570 -0.18768 -0.37303
O: -3.31388 -3.93150 -1.69110
C: 3.01825 2.23249 -1.05369
C: 0.84058 0.50634 1.84519
C: 1.86646 1.36804 -0.35783
C: 2.02945 1.04232 1.00578
H: 2.69441 1.68276 1.53684
H: -2.83183 -1.06340 0.12669
H: -3.31094 -4.75208 -1.30536
H: 0.41620 1.33501 2.47776
H: 3.11237 3.04351 -0.20804
H: -3.16389 -3.30399 -1.01094
H: -1.99160 0.21937 -0.31616
H: 4.01259 1.70138 -1.15046
H: 0.20598 -0.74682 0.51595
H: 2.71094 2.82432 -1.92455
H: 1.18031 0.87293 -0.99606
H: 1.42486 -0.21133 2.46467

Output
* 2S+1: 2
* Kohn-Sham gap (spin up / spin down): 7.789 / 4.429 eV
* total charge: +1



No. 4
Density functional theory data (ωB97M-V with the def2-TZVPD basis set) for an isolated ion of composition C5H11N2OS and charge +1.

Element x y z (Å)
S: -1.29653 0.04188 1.79827
O: 0.23587 2.14736 0.78564
N: 0.32278 -0.28278 -0.76179
N: 1.20432 0.93872 2.58589
C: 0.86057 -1.37880 -1.57615
C: 0.91669 -0.07531 0.36718
C: -0.97640 0.43596 -0.90718
C: 0.57916 0.96922 1.29090
C: -2.00836 -0.15337 0.14781
H: -0.97807 1.50363 -0.77568
H: 1.70382 -0.69093 0.78062
H: -2.80771 0.52769 -0.09109
H: 0.26933 -2.16634 -1.47908
H: -1.28472 0.27390 -1.84769
H: 0.53995 1.31477 3.25746
H: 0.56885 2.94739 1.14509
H: 1.79169 -1.62741 -1.24101
H: 1.69591 0.13595 2.89719
H: -2.22393 -1.11338 0.02792
H: 1.09896 -1.10743 -2.69601

Output
* 2S+1: 3
* Kohn-Sham gap (spin up / spin down): 7.561 / 6.590 eV
* total charge: +1



The maximum force results, record by record, are as follows: 0.1190, 0.0870, 0.0923, 0.1163 hartree/bohr.